Here is an isolated molecule of C3H8N2 from the OMol25 dataset. Energies are from wB97M-V/def2-TZVPD.

```
13
C3H8N2 (wB97M-V/def2-TZVPD)
C -2.111 0.430 0.073
N -1.051 -0.089 -0.467
N -0.168 -0.804 0.302
C 1.223 -0.579 -0.188
C 1.758 0.813 0.080
H -2.324 0.405 1.155
H -2.842 0.901 -0.594
H -0.293 -0.537 1.310
H 1.886 -1.372 0.177
H 1.207 -0.687 -1.249
H 1.820 0.957 1.200
H 2.793 1.021 -0.330
H 1.070 1.573 -0.305
```

As for the energy relative to the best compared isomer or geometry (same formula, charge and spin): 2.541 eV. As for the HOMO-LUMO gap: 10.07 eV. Its LUMO energy is 1.188 eV. The total energy is -6219.3059 eV. The SMILES is C=NNCC.


Here is an isolated molecule of C3H8N2 from the OMol25 dataset. Energies are from wB97M-V/def2-TZVPD.

```
13
C3H8N2 (wB97M-V/def2-TZVPD)
C -1.933 -0.132 0.001
N -0.772 -0.729 0.010
N 0.386 0.029 0.124
C 0.534 1.379 -0.077
C 1.485 -0.867 -0.024
H -2.053 0.933 0.193
H -2.774 -0.750 -0.242
H 1.505 1.676 -0.389
H 0.382 1.973 0.996
H -0.382 1.855 -0.730
H 1.473 -1.500 -0.915
H 2.355 -0.195 -0.103
H 1.683 -1.372 0.854
```

As for the energy relative to the best compared isomer or geometry (same formula, charge and spin): 3.632 eV. As for the HOMO-LUMO gap: 9.15 eV. Its LUMO energy is 1.056 eV. The total energy is -6218.2153 eV. The SMILES is C=NN(C)C.


Here is a cluster of 2 separate species, C3H8N2 in total from the OMol25 dataset. Energies are from wB97M-V/def2-TZVPD.

```
13
C3H8N2 (wB97M-V/def2-TZVPD)
C -2.180 2.586 0.463
C -1.408 1.837 1.248
N -1.384 0.429 1.181
H -2.734 1.998 -0.264
H -2.440 3.591 0.732
H -0.753 2.202 2.034
H -1.431 0.069 0.244
H -0.595 0.017 1.665
C 2.462 -2.787 -1.773
N 2.541 -2.004 -0.798
H 2.040 -2.424 -2.727
H 2.543 -3.885 -1.681
H 3.340 -1.631 -0.325
```

As for the energy relative to the best compared isomer or geometry (same formula, charge and spin): 4.250 eV. As for the HOMO-LUMO gap: 8.76 eV. Its LUMO energy is 0.477 eV. The total energy is -6217.5968 eV. The SMILES is C=CN.C=N.